20
Properties=species:S:1:pos:R:3 method="wB97M-V/def2-TZVPD" spin_multiplicity=4 gap_ev="4.5279 / 8.6087"
Ti 0.127 -0.431 -0.991
Cl -0.116 -0.268 -3.573
C -1.245 -1.773 1.746
O -1.387 -1.614 0.325
H -2.242 -1.845 2.205
H -0.674 -2.680 1.934
H -0.851 -0.872 2.208
H -1.988 -2.303 0.032
C 2.739 -0.719 0.225
O 2.006 0.526 -0.042
H 2.507 -0.970 1.254
H 2.376 -1.439 -0.509
H 3.788 -0.549 -0.033
H 2.604 1.272 0.002
C -1.386 2.397 -1.121
O -1.048 1.441 -0.102
H -1.152 2.017 -2.117
H -2.474 2.534 -1.129
H -0.884 3.351 -0.969
H -0.699 1.922 0.655